# 1
Below is C8H18F2N2O4RbS2 as an isolated structure in a non-equilibrium geometry, with properties calculated with wB97M-V/def2-TZVPD.

```
37
Properties=species:S:1:pos:R:3:forces:R:3:mulliken_spin:R:1
Rb -2.526 -3.024 -0.566 -0.212 -0.151 -0.387 0.00
C -0.598 -0.478 1.209 -0.511 0.645 0.188 0.00
C -0.272 0.665 0.199 -0.981 -0.451 1.420 0.00
C 1.139 0.497 -0.252 0.713 0.362 -1.239 0.00
N 1.573 1.543 -1.281 -0.145 1.750 -0.044 0.00
C 0.760 1.347 -2.566 1.554 -0.614 0.230 0.00
C 1.291 3.005 -0.798 2.495 0.454 0.097 0.00
C 2.536 3.861 -1.310 -1.021 -0.051 -0.523 0.00
C 3.484 2.917 -2.074 -1.696 1.215 -0.521 0.00
C 3.123 1.550 -1.606 -0.124 -1.158 -0.140 0.00
H -1.498 -0.310 1.799 -0.271 0.478 -0.300 0.00
H 0.136 -0.607 2.005 0.411 -0.312 -0.455 0.00
H -0.817 -1.390 0.653 0.697 -0.233 0.193 0.00
H -0.422 1.636 0.671 -0.047 -0.052 0.044 0.00
H -1.017 0.560 -0.590 0.240 0.267 -0.298 0.00
H 1.204 -0.461 -0.767 0.483 -0.100 0.106 0.00
H 1.851 0.547 0.571 -0.083 -0.024 -0.024 0.00
H 1.220 1.890 -3.392 -0.049 0.302 0.275 0.00
H -0.288 1.632 -2.472 0.263 -0.224 0.256 0.00
H 0.961 0.296 -2.772 -0.714 -0.066 -0.332 0.00
H 0.313 3.344 -1.139 0.251 -0.174 -0.001 0.00
H 1.424 3.156 0.273 -0.732 -0.979 0.173 0.00
H 2.095 4.615 -1.962 0.548 0.243 0.012 0.00
H 3.081 4.348 -0.502 -0.442 -0.050 0.149 0.00
H 3.167 2.951 -3.116 0.305 0.175 -0.199 0.00
H 4.525 3.238 -2.060 -0.054 -0.459 0.367 0.00
H 3.332 0.913 -2.465 -0.420 -0.713 0.407 0.00
H 3.691 1.188 -0.748 -0.404 0.056 0.208 0.00
N -3.085 -3.860 2.098 -2.339 1.228 1.390 0.23
S -2.977 -5.184 2.798 7.875 -7.747 0.220 -0.12
O -3.826 -6.283 2.281 0.355 1.428 1.298 0.52
O -2.526 -5.336 4.193 -2.065 0.531 -2.435 0.35
F -1.596 -5.528 2.010 -0.844 -0.073 0.621 -0.01
S -4.523 -3.554 2.891 -7.420 5.268 1.682 -0.01
O -4.472 -3.148 4.292 1.183 -1.247 -3.091 0.02
O -5.673 -4.299 2.426 2.392 -0.341 0.652 0.01
F -4.788 -2.240 2.069 0.811 0.817 -0.003 0.00
```
Positions in Å, forces in eV/Å.

As for the HOMO-LUMO gap (alpha / beta): 0.3763 / 0.2227 Ha. As for the expectation value of S²: 0.764. The net charge is +2. As for the multiplicity: 2.



# 2
Below is one molecule with the formula C4H6N2O, with properties calculated with wB97M-V/def2-TZVPD.

```
13
Properties=species:S:1:pos:R:3:forces:R:3:lowdin_charge:R:1
N -2.179 0.171 0.130 -0.207 0.025 -0.001 0.14
C -0.753 0.042 -0.198 0.021 0.354 -0.021 -0.44
C -0.190 1.277 -0.325 0.307 -0.320 -0.008 -0.09
C 1.217 0.969 -0.215 0.242 -0.032 0.005 -0.11
C 1.359 -0.362 0.072 -0.121 0.142 0.003 -0.41
O 2.451 -1.161 0.203 0.112 0.111 -0.023 0.06
N 0.128 -0.981 0.201 0.085 0.081 -0.121 0.11
H -2.859 -0.289 -0.482 0.195 0.073 0.095 0.14
H -2.442 0.020 1.109 0.116 0.023 -0.125 0.15
H -2.040 1.228 -0.064 -0.595 -0.286 0.114 0.12
H 2.037 1.677 -0.285 -0.052 -0.172 -0.004 0.08
H 3.213 -0.638 -0.074 -0.062 -0.150 0.059 0.11
H 0.058 -1.953 -0.072 -0.042 0.153 0.026 0.14
```
Positions in Å, forces in eV/Å.

As for the HOMO-LUMO gap: 0.2821 Ha. The net charge is 0.



# 3
Below is C32H38Br3N3O4SScSi as an isolated structure, with properties calculated with wB97M-V/def2-TZVPD.

```
83
Properties=species:S:1:pos:R:3:forces:R:3:lowdin_charge:R:1
Sc -0.116 -0.365 0.238 -0.254 0.399 0.021 0.98
C -1.107 2.061 2.282 -0.005 -0.058 0.038 -0.02
O -0.725 1.821 0.917 -0.070 -0.067 0.063 -0.19
C -0.849 2.872 0.029 0.035 -0.034 -0.069 -0.22
C -1.324 4.126 0.353 0.010 -0.027 0.022 -0.04
C -1.439 5.072 -0.664 0.011 0.008 -0.024 -0.66
Br -2.090 6.788 -0.231 0.009 -0.026 -0.005 0.80
C -1.095 4.777 -1.965 -0.047 0.019 0.004 -0.05
C -0.599 3.512 -2.285 0.011 -0.034 0.065 -0.06
C -0.477 2.569 -1.279 -0.019 0.043 0.066 -0.18
O -0.015 1.286 -1.472 -0.022 -0.031 0.099 -0.01
C -0.288 3.186 -3.682 -0.071 -0.054 -0.053 -0.27
N -0.953 3.639 -4.697 0.025 0.121 0.067 0.20
C -0.343 3.085 -5.814 0.059 -0.083 -0.011 -0.22
C -0.646 3.249 -7.164 0.007 -0.013 0.003 0.00
C 0.140 2.581 -8.079 -0.015 0.010 -0.010 -0.08
C 1.206 1.762 -7.673 0.008 -0.010 0.011 -0.08
C 1.513 1.581 -6.339 0.014 -0.013 0.003 -0.02
C 0.716 2.257 -5.424 -0.055 0.009 -0.099 -0.19
N 0.712 2.291 -4.035 0.029 0.011 0.053 0.15
H -2.161 2.335 2.336 -0.001 0.002 -0.017 0.11
H -0.493 2.852 2.712 0.014 0.000 -0.012 0.11
H -0.935 1.126 2.812 -0.023 0.068 -0.047 0.06
H -1.616 4.382 1.360 0.000 -0.005 0.007 0.11
H -1.210 5.506 -2.755 0.004 0.002 -0.007 0.12
H -0.070 1.016 -2.403 -0.031 0.001 -0.013 0.13
H -1.468 3.881 -7.470 -0.005 0.004 -0.002 0.12
H -0.064 2.687 -9.136 -0.001 0.004 -0.004 0.11
H 1.797 1.258 -8.425 0.006 -0.001 0.000 0.11
H 2.329 0.941 -6.030 0.004 -0.005 -0.003 0.11
H 1.512 2.083 -3.460 0.033 0.035 -0.019 0.16
C -3.678 0.694 0.092 0.002 -0.003 -0.001 0.01
C -3.380 -0.545 -0.698 0.010 0.044 0.019 -0.28
C -4.433 -1.337 -1.196 0.012 -0.030 -0.038 0.01
C -4.162 -2.497 -1.862 -0.019 0.042 0.036 0.01
C -2.824 -2.892 -2.067 -0.007 0.081 -0.039 -0.18
C -2.420 -4.080 -2.726 0.005 -0.009 -0.012 -0.62
Br -3.714 -5.277 -3.408 0.015 0.015 0.005 0.81
C -1.098 -4.379 -2.869 -0.031 -0.029 -0.023 -0.15
C -0.114 -3.506 -2.371 0.016 0.108 0.011 -0.60
Br 1.702 -3.954 -2.581 -0.004 -0.004 0.000 0.81
C -0.440 -2.332 -1.733 -0.045 -0.195 -0.117 -0.39
O 0.457 -1.487 -1.248 0.113 -0.133 -0.057 -0.20
C -1.828 -2.026 -1.574 0.061 -0.185 -0.061 -0.14
N -2.116 -0.878 -0.884 0.016 -0.111 0.048 0.09
H -4.738 0.934 0.056 -0.002 0.004 0.006 0.09
H -3.120 1.547 -0.296 -0.007 -0.003 -0.004 0.08
H -3.401 0.542 1.138 0.008 0.005 0.004 0.08
H -5.452 -1.019 -1.031 -0.006 0.000 0.002 0.12
H -4.963 -3.121 -2.234 -0.005 -0.001 -0.002 0.09
H -0.792 -5.289 -3.365 -0.007 -0.003 -0.004 0.10
C 3.654 3.721 1.483 0.024 -0.016 -0.017 -0.12
C 3.134 2.331 1.820 0.039 -0.030 -0.055 -0.36
S 2.683 1.444 0.315 0.125 0.058 0.066 1.02
O 1.758 0.327 0.794 0.156 -0.038 0.097 -0.57
C 4.229 0.607 -0.094 -0.019 0.033 -0.018 -0.35
C 4.631 -0.482 0.883 -0.018 -0.003 0.006 -0.10
H 3.873 4.260 2.402 0.004 -0.001 0.005 0.09
H 2.918 4.293 0.917 -0.004 0.012 0.002 0.08
H 4.575 3.676 0.902 0.002 0.009 0.000 0.08
H 2.204 2.361 2.389 -0.024 0.032 -0.029 0.09
H 3.854 1.739 2.383 -0.036 -0.047 0.007 0.09
H 4.971 1.403 -0.186 -0.013 0.017 0.000 0.10
H 4.055 0.198 -1.091 -0.010 0.007 -0.003 0.10
H 4.882 -0.090 1.867 -0.004 -0.004 0.008 0.08
H 5.513 -0.990 0.496 0.005 0.003 -0.002 0.09
H 3.835 -1.216 0.989 0.017 -0.011 -0.008 0.06
C 1.806 -2.605 3.011 -0.051 -0.008 0.029 -0.17
Si 0.080 -2.003 3.456 0.060 0.015 -0.042 0.41
C 0.273 -0.451 4.515 0.002 -0.037 -0.018 -0.19
C -0.796 -3.305 4.485 0.036 0.051 -0.034 -0.18
C -0.831 -1.613 1.883 -0.060 0.107 0.000 -0.34
H 2.358 -2.936 3.893 0.001 -0.004 0.014 0.04
H 2.379 -1.804 2.539 -0.023 0.017 0.005 0.00
H 1.765 -3.443 2.312 -0.006 -0.008 0.000 0.04
H 0.770 -0.694 5.457 0.010 -0.005 0.007 0.04
H -0.690 -0.003 4.772 -0.008 -0.010 0.014 0.03
H 0.884 0.305 4.012 0.005 -0.006 -0.005 0.01
H -0.241 -3.539 5.396 0.009 0.001 0.006 0.03
H -0.917 -4.233 3.922 0.010 0.000 -0.011 0.03
H -1.793 -2.969 4.780 -0.005 0.011 -0.003 0.03
H -1.867 -1.308 2.106 0.014 -0.029 0.062 0.00
H -0.930 -2.565 1.329 -0.019 0.014 0.020 0.01
```
Positions in Å, forces in eV/Å.

As for the HOMO-LUMO gap: 0.2845 Ha. The net charge is +1.



# 4
Below is a 4-piece molecular cluster, C16H34F13NO3PS overall in a non-equilibrium geometry, with properties calculated with wB97M-V/def2-TZVPD.

```
69
Properties=species:S:1:pos:R:3:forces:R:3:lowdin_charge:R:1
C 5.446 -2.048 1.990 0.176 -0.051 -0.085 -0.09
C 6.146 -1.496 0.733 -0.055 -0.046 0.306 -0.23
C 5.426 -0.303 0.138 0.191 -0.041 -0.027 -0.26
N 5.553 0.850 1.080 -0.716 -0.071 -0.305 -0.17
P 4.764 2.257 0.710 0.140 -0.121 0.092 0.95
C 4.623 2.437 -1.057 -0.074 -0.001 0.324 -0.18
C 3.181 2.419 1.594 0.316 -0.090 -0.150 -0.25
C 1.918 2.346 0.733 0.008 0.084 -0.050 -0.11
C 0.666 2.551 1.588 -0.166 0.148 0.238 -0.41
F -0.323 3.082 0.825 0.329 -0.149 0.259 0.13
F 0.932 3.443 2.588 -0.141 -0.226 -0.395 0.12
C 0.162 1.233 2.290 0.053 -0.174 0.253 -0.31
F 1.246 0.390 2.346 -0.389 0.207 0.155 0.11
F -0.237 1.475 3.552 0.278 -0.080 -0.473 0.17
C -0.957 0.444 1.535 -0.049 -0.427 -0.167 -0.34
F -0.688 0.564 0.212 -0.020 -0.114 0.414 0.13
F -0.847 -0.868 1.872 0.067 0.681 -0.216 0.14
C -2.409 0.903 1.947 -0.022 0.174 0.660 -0.38
F -2.411 2.244 2.137 -0.082 -0.987 -0.060 0.13
F -2.662 0.276 3.121 -0.021 0.684 -0.783 0.13
S -3.790 0.488 0.689 0.330 -0.038 -0.026 0.78
F -4.662 1.705 1.196 0.072 -0.341 -0.041 -0.11
F -3.043 1.443 -0.337 -0.120 0.070 -0.022 -0.12
F -2.913 -0.741 0.174 -0.227 0.004 0.020 -0.13
F -4.529 -0.483 1.693 0.050 0.325 -0.205 -0.12
F -4.856 0.167 -0.425 0.069 0.080 0.313 -0.10
H 4.415 -1.695 2.070 -0.072 -0.022 0.002 0.07
H 5.976 -1.784 2.905 -0.058 0.081 0.016 0.08
H 5.407 -3.135 1.960 -0.030 0.006 0.037 0.08
H 6.221 -2.273 -0.024 -0.024 0.032 -0.096 0.11
H 7.161 -1.186 0.987 0.071 -0.068 -0.129 0.11
H 5.875 -0.021 -0.813 0.056 0.062 0.019 0.11
H 4.378 -0.561 -0.046 -0.055 0.020 0.017 0.12
H 5.302 0.541 2.015 0.328 0.007 0.122 0.09
H 5.580 3.286 1.173 -0.038 0.116 0.080 0.06
H 3.974 1.654 -1.451 -0.028 0.123 -0.204 0.04
H 5.615 2.392 -1.502 0.029 -0.049 -0.055 0.08
H 4.187 3.416 -1.254 -0.064 -0.008 -0.112 0.08
H 3.188 1.594 2.309 -0.009 0.100 0.089 0.10
H 3.230 3.344 2.167 -0.061 0.068 -0.036 0.10
H 1.859 1.389 0.218 -0.122 -0.008 -0.024 0.12
H 1.896 3.116 -0.038 0.013 0.098 0.063 0.14
C -4.247 -3.731 2.885 0.038 -0.111 -0.045 -0.08
C -2.866 -4.261 3.222 0.035 0.117 -0.039 -0.31
O -1.955 -4.125 2.131 -0.029 -0.079 0.078 -0.08
H -4.656 -4.250 2.018 0.000 -0.023 0.014 0.08
H -4.932 -3.857 3.724 0.011 -0.008 0.011 0.08
H -4.198 -2.670 2.647 -0.011 0.079 0.027 0.04
H -2.902 -5.325 3.447 0.013 -0.026 -0.013 0.11
H -2.467 -3.746 4.103 -0.024 -0.045 0.037 0.11
H -1.901 -3.191 1.912 -0.009 0.072 -0.056 0.05
C -0.172 1.314 -4.124 0.014 -0.041 0.138 -0.08
C 1.335 1.428 -4.171 0.038 -0.012 -0.052 -0.30
O 1.930 1.346 -2.864 0.081 -0.009 0.151 -0.11
H -0.590 2.098 -3.495 -0.059 0.064 0.020 0.08
H -0.599 1.405 -5.123 0.020 -0.010 -0.006 0.08
H -0.478 0.349 -3.712 -0.007 -0.008 -0.045 0.08
H 1.635 2.397 -4.566 0.038 0.017 0.008 0.11
H 1.762 0.655 -4.815 0.018 0.022 -0.013 0.11
H 1.694 0.487 -2.500 -0.104 -0.067 -0.046 0.07
C -5.907 -0.628 -4.394 0.069 -0.036 0.071 -0.09
C -6.704 -1.757 -3.765 0.009 0.058 0.051 -0.32
O -6.115 -2.225 -2.555 0.028 -0.012 -0.112 -0.08
H -4.884 -0.952 -4.592 -0.009 -0.006 -0.021 0.07
H -6.358 -0.305 -5.333 -0.019 0.002 0.002 0.07
H -5.864 0.234 -3.724 -0.030 0.015 -0.024 0.07
H -6.735 -2.618 -4.429 -0.014 -0.028 -0.004 0.11
H -7.735 -1.438 -3.583 -0.016 -0.021 -0.036 0.11
H -6.089 -1.490 -1.938 -0.010 0.035 0.086 0.05
```
Positions in Å, forces in eV/Å.

As for the HOMO-LUMO gap: 0.3308 Ha. The net charge is +1.